1.
The following is a DFT calculation (wB97M-V/def2-TZVPD) of a 5-piece molecular cluster, C20H52O20P4S overall.

Last column: Löwdin charge in e.
CARTESIAN COORDINATES (ANGSTROEM)
O 1.565155 -3.992942 -0.401009  -0.2388
S 2.324306 -5.198689 -0.502815  0.6278
O 2.352419 -6.114154 0.589228  -0.2451
O 3.824256 -4.795588 -0.813903  -0.2222
C 3.972285 -3.804796 -1.862295  -0.1810
C 2.954556 -3.926249 -2.989468  -0.1836
C 2.480223 -5.359606 -3.230189  -0.1582
C 1.933053 -6.098674 -1.980890  -0.3264
C 0.460548 -6.550234 -2.042520  -0.1706
C -0.662014 -5.561048 -1.715635  -0.1984
C -0.784827 -4.399418 -2.700423  -0.1644
C -1.510209 -3.146303 -2.171619  -0.2469
O -1.312496 -2.877663 -0.795343  -0.0726
H 3.883981 -2.821770 -1.398315  0.1201
H 4.990095 -3.904696 -2.231062  0.1263
H 2.107063 -3.270626 -2.797073  0.0995
H 3.421397 -3.565805 -3.908103  0.1217
H 1.725341 -5.344969 -4.015544  0.1102
H 3.319374 -5.933707 -3.628480  0.1212
H 2.531548 -7.002254 -1.863442  0.1294
H 0.314152 -6.897410 -3.071184  0.1200
H 0.356408 -7.435022 -1.413998  0.1165
H -1.590439 -6.139646 -1.753505  0.1177
H -0.575015 -5.208820 -0.689300  0.0961
H 0.183113 -4.099163 -3.092706  0.0778
H -1.365395 -4.747727 -3.560373  0.1172
H -1.106189 -2.285383 -2.708533  0.1111
H -2.575635 -3.178067 -2.413628  0.1176
H -2.002719 -3.310688 -0.297979  0.0896
C -5.718783 2.568402 0.033079  -0.0885
O -4.332980 2.706401 0.382467  -0.2116
P -3.472442 1.403627 0.655267  0.3256
O -4.232791 0.152906 0.677708  -0.2239
O -2.663788 1.739688 1.973221  -0.2101
C -3.405463 1.910092 3.190099  -0.0779
O -2.348107 1.519226 -0.443864  -0.2217
C -1.407494 0.433988 -0.546477  -0.0767
H -6.311439 2.367002 0.923923  0.0888
H -6.026707 3.514745 -0.403869  0.0858
H -5.864603 1.765725 -0.686440  0.0852
H -4.092164 1.075854 3.340393  0.0885
H -3.958486 2.849033 3.159242  0.0882
H -2.690835 1.943828 4.008017  0.0737
H -1.851025 -0.394473 -1.092937  0.0723
H -1.092465 0.089009 0.437319  0.0920
H -0.540850 0.802728 -1.090393  0.0825
C -3.894746 3.206091 -6.788450  -0.0853
O -2.531988 3.343445 -6.355186  -0.2089
P -1.705481 2.047412 -5.979757  0.3217
O -2.474042 0.801646 -5.953626  -0.2265
O -0.979304 2.428113 -4.624947  -0.2095
C -1.801941 2.672284 -3.474390  -0.0819
O -0.511012 2.105890 -7.008484  -0.2050
C 0.426012 1.018629 -7.002088  -0.0882
H -4.545305 3.044070 -5.930625  0.0890
H -4.161416 4.138295 -7.278955  0.0868
H -4.003384 2.378969 -7.486175  0.0857
H -2.527466 1.870002 -3.337716  0.0891
H -2.316057 3.627695 -3.579842  0.0916
H -1.148423 2.711500 -2.608985  0.0785
H 0.004142 0.163111 -7.526730  0.0885
H 0.689024 0.732225 -5.983887  0.0858
H 1.316653 1.365906 -7.517931  0.0875
C 6.101137 -0.957427 1.101376  -0.0813
O 5.517245 -0.094302 0.111298  -0.2155
P 5.463050 1.465422 0.373691  0.3213
O 5.886223 1.889980 1.708276  -0.2227
O 3.983741 1.867539 -0.035299  -0.2136
C 2.913689 1.320037 0.749282  -0.0815
O 6.296226 2.038220 -0.836299  -0.2062
C 6.517338 3.457139 -0.878237  -0.0859
H 5.399048 -1.106280 1.919890  0.0915
H 6.292438 -1.910729 0.615763  0.0838
H 7.031631 -0.552655 1.492359  0.0868
H 3.098432 1.468256 1.813626  0.0905
H 2.802714 0.256834 0.534293  0.0864
H 2.003182 1.841658 0.468862  0.0837
H 7.314872 3.727694 -0.188777  0.0892
H 5.610120 4.004179 -0.623122  0.0872
H 6.809343 3.701270 -1.895536  0.0874
C 0.466357 4.161468 7.812139  -0.0815
O -0.547198 3.553420 8.631230  -0.2077
P -1.716417 2.741941 7.943062  0.3234
O -1.762592 2.832653 6.482251  -0.2260
O -3.023487 3.237182 8.692544  -0.2121
C -3.404095 4.607749 8.526047  -0.0877
O -1.527092 1.300058 8.547355  -0.2020
C -2.393817 0.255970 8.074127  -0.0823
H 0.089371 5.084171 7.374471  0.0891
H 1.304431 4.382647 8.467013  0.0878
H 0.786500 3.488822 7.020023  0.0866
H -3.420574 4.878909 7.469706  0.0882
H -2.713391 5.254448 9.067379  0.0875
H -4.401425 4.715236 8.942079  0.0876
H -2.050099 -0.098825 7.104218  0.0893
H -3.423197 0.604974 7.995470  0.0869
H -2.342884 -0.549607 8.800561  0.0886

Force components x, y, z for each atom (eV/Å):
-0.1 0.2 -0.1
-0.1 -0.1 0.3
0.1 0.0 0.1
0.2 -0.3 -0.2
0.0 0.6 0.1
-0.1 -0.1 -0.2
0.1 0.2 0.0
-0.1 0.0 -0.3
0.0 0.0 -0.2
-0.1 -0.2 0.0
-0.3 0.0 0.0
0.1 0.1 -0.2
0.2 0.2 -0.2
0.0 0.0 0.0
0.0 -0.3 0.1
0.0 -0.1 0.1
0.0 0.0 0.0
-0.1 -0.1 0.0
0.0 0.0 0.1
0.0 0.0 0.1
0.0 -0.1 0.0
0.0 0.1 0.1
0.0 0.0 0.1
0.2 0.1 0.0
0.1 0.0 0.2
0.2 0.0 -0.1
-0.1 0.0 0.0
-0.1 -0.1 0.1
-0.2 -0.1 0.2
0.0 0.1 -0.1
-0.1 0.0 0.0
0.1 0.1 0.0
-0.1 -0.1 0.0
0.0 0.1 0.0
0.0 -0.1 0.2
0.1 0.0 0.0
0.1 -0.2 -0.1
0.0 0.0 0.0
0.0 0.0 0.0
0.0 0.0 0.0
0.0 0.0 0.0
0.0 0.0 0.0
0.0 0.0 0.0
0.0 0.0 0.1
0.0 0.0 0.0
0.0 0.1 0.0
0.0 0.1 -0.1
-0.1 -0.1 0.0
0.0 0.1 0.0
-0.1 -0.1 0.0
0.0 0.1 0.0
0.0 -0.1 0.1
0.1 0.0 0.0
0.0 0.0 -0.1
0.0 0.0 0.0
0.0 0.0 0.0
0.0 0.0 0.0
0.0 0.0 0.0
0.0 0.0 0.0
0.0 0.0 0.0
0.0 0.0 0.0
0.0 0.0 0.0
0.0 0.0 0.0
0.0 -0.2 0.0
0.1 0.0 0.0
0.0 0.0 -0.1
0.0 0.0 0.1
0.0 -0.1 0.0
-0.1 0.0 0.1
-0.1 0.1 -0.1
0.1 0.1 0.0
0.0 0.0 0.0
0.0 0.0 -0.1
0.0 0.1 0.0
0.0 0.0 0.0
0.0 0.0 0.0
0.0 0.0 0.0
0.0 0.0 0.0
0.0 0.0 0.0
0.0 0.0 0.0
0.1 0.0 0.0
0.0 0.0 -0.1
0.1 0.0 0.1
0.0 0.1 -0.2
0.1 0.0 0.1
-0.1 0.0 -0.1
-0.1 0.0 0.0
0.0 -0.1 0.0
0.0 0.0 0.0
0.0 0.0 0.0
0.0 0.0 0.0
0.0 0.0 0.0
0.0 0.0 0.0
0.0 0.0 0.0
0.0 0.0 0.0
0.0 0.0 0.0
0.0 0.0 0.0

Results
Electronic energy: -4062.0106 a.u.
Kohn-Sham gap: 10.6 eV
Charge: 0
SMILES: O=S1(=O)OCCC[C@@H]1CCCCO.COP(=O)(OC)OC.COP(=O)(OC)OC.COP(=O)(OC)OC.COP(=O)(OC)OC



2.
The following is a DFT calculation (wB97M-V/def2-TZVPD) of a 17-piece molecular cluster, H35O17 overall.

Last column: Löwdin charge in e.
CARTESIAN COORDINATES (ANGSTROEM)
O 4.697485 -0.777636 1.875222  -0.0565
H 5.239466 -0.070738 2.224008  0.0537
H 3.972251 -0.937284 2.492922  0.0231
O 0.107075 -4.744372 0.916795  -0.0125
H -0.103024 -4.815410 1.856330  0.0817
H 0.634740 -5.533668 0.832558  0.0699
O -2.157840 1.405014 -3.539181  -0.0152
H -1.384604 0.839284 -3.401875  0.0423
H -2.865497 1.007651 -4.024836  0.0669
O 1.280302 2.643360 1.691855  -0.0679
H 1.424354 1.702725 1.398639  0.0582
H 1.726903 3.409868 1.351591  0.0360
O -1.342718 3.286230 0.253698  -0.0592
H -1.313356 4.034213 -0.383367  0.0877
O -2.650626 -1.597695 1.058917  -0.0331
H -2.386581 -0.648436 1.145152  0.0859
H -1.779739 -1.849002 0.659518  0.0099
O 2.603603 -2.072735 0.448029  -0.0609
H 3.110442 -1.249369 0.319043  0.0022
H 3.102616 -2.834244 0.171184  0.0444
O 2.693773 2.008742 -0.785196  -0.0614
H 3.303947 1.270618 -0.805660  -0.0049
H 3.232213 2.825314 -0.783636  0.0829
O 0.407236 1.041255 -1.817750  -0.0485
H -1.419231 -0.189115 -1.305964  0.0492
H 0.627302 1.566847 -2.568159  0.0451
O -0.370656 -2.337310 0.049220  -0.0865
H 0.072268 -2.376425 -0.821190  0.0242
H -0.243750 -3.291368 0.322991  0.0190
O 4.375381 -0.203632 -0.943119  -0.0815
H 4.879952 -0.587562 -1.664025  0.0691
H 4.886484 -0.106540 -0.060878  0.0888
O -3.185970 2.515751 2.158867  -0.0746
H -2.358775 2.685300 1.643665  0.0213
H -3.078492 3.331709 2.653274  0.0597
O 1.988014 -0.697246 2.695231  -0.0490
H 1.691909 -0.533920 3.589924  0.0584
H 1.310362 -1.168141 2.194771  0.0369
O -4.114302 -0.602902 -0.702407  0.0501
H -4.247204 0.306059 -0.196236  0.0650
H -3.659711 -1.248389 0.029334  0.0932
O 0.347541 -2.179943 -2.779587  -0.0651
H 0.863645 -1.348027 -2.533283  0.0652
H 1.017925 -2.704479 -3.216967  0.0479
O -2.018455 0.549475 -1.148140  -0.0666
H -1.821044 1.200622 -1.891162  0.0486
H -3.210093 -0.318419 -1.178005  0.0780
O -4.910531 1.375725 0.632243  -0.0380
H -4.554286 2.306189 0.750841  0.0955
H -4.863028 1.163302 1.570948  0.0684
H -0.460197 3.119222 0.617216  0.0128
H 0.902519 1.429529 -1.053378  0.0402

Force components x, y, z for each atom (eV/Å):
0.5 0.0 -0.5
0.1 0.1 0.5
-0.3 0.2 -0.1
-0.1 -0.6 1.0
-0.3 0.5 0.1
0.5 -0.4 -0.8
1.2 1.4 0.4
-0.6 -0.4 -1.1
-0.3 -0.8 -0.4
-2.0 -1.5 1.0
0.9 2.2 -0.1
0.9 -0.7 -0.8
-0.1 0.6 -0.6
0.2 -0.8 0.8
0.7 1.7 0.1
-0.7 -0.5 0.6
0.0 -1.1 -0.4
-0.9 0.6 0.1
0.2 -1.0 -0.2
0.6 0.0 -0.2
0.0 1.4 0.2
0.6 -0.6 -0.3
-0.4 -0.8 0.0
0.0 -0.6 1.1
0.6 0.2 0.1
0.7 0.8 -0.7
0.3 -1.0 -0.3
-0.3 0.4 0.1
-0.1 1.1 0.0
0.4 0.8 2.0
0.5 0.0 0.4
-0.8 -0.8 -2.2
1.4 0.9 -0.1
-0.7 -0.8 -0.5
-0.8 0.2 0.8
0.3 0.4 -0.1
-0.4 0.0 0.1
0.1 -0.2 0.1
1.4 -0.2 0.4
-0.8 -0.8 -0.2
-0.6 0.7 -0.6
1.0 2.0 0.8
-1.0 -1.3 -0.4
0.1 -0.4 -0.2
0.2 0.0 -0.4
-0.8 -0.8 1.5
-1.3 0.3 0.3
0.3 1.7 0.4
-0.2 -1.3 -0.7
-0.2 -0.6 0.2
0.3 0.2 -0.1
-0.2 -0.3 -1.1

Results
Electronic energy: -1299.8290 a.u.
Kohn-Sham gap: 10.9 eV
Charge: +1
Energy above the lowest of the compared OMol25 structures with the same formula, charge and spin: 210.0 kJ/mol



3.
The following is a DFT calculation (wB97M-V/def2-TZVPD) of an isolated molecule of C14H16FN3O2.

Last column: Löwdin charge in e.
CARTESIAN COORDINATES (ANGSTROEM)
F 1.231438 -5.507316 -3.127863  0.0572
C 1.791394 -4.316777 -2.825672  -0.2684
C 3.083781 -4.289574 -2.334390  -0.0156
C 3.642126 -3.061737 -2.024668  -0.0722
C 2.920038 -1.895268 -2.210208  -0.0460
C 1.627057 -1.938461 -2.714397  -0.2240
C 0.822854 -0.673204 -2.881787  -0.0732
C 0.039245 -0.464132 -1.638468  -0.3510
N -1.218382 -0.775657 -1.506815  0.1397
O -1.526912 -0.474618 -0.215683  0.0246
C -0.411332 0.007500 0.344699  -0.3143
C -0.399913 0.456771 1.761010  -0.1056
N -1.040486 1.757043 1.881999  -0.1611
C -2.490331 1.676866 1.802003  -0.1603
C -3.063971 3.093249 1.821884  -0.1924
O -2.685152 3.782835 2.989284  -0.1308
C -1.283483 3.844052 3.089481  -0.1979
C -0.662149 2.446405 3.104175  -0.1695
N 0.582406 0.030787 -0.487977  0.2181
C 1.052564 -3.164940 -3.017978  0.0385
H 3.627569 -5.210823 -2.199345  0.1156
H 4.647777 -3.015997 -1.635514  0.1056
H 3.359816 -0.942658 -1.957948  0.1123
H 1.486300 0.179423 -3.025786  0.1248
H 0.131997 -0.762958 -3.719318  0.1243
H -0.889309 -0.310751 2.386811  0.1397
H 0.645887 0.552589 2.057547  0.1319
H -2.777956 1.181288 0.874366  0.1185
H -2.903784 1.104722 2.651849  0.1349
H -4.154617 3.066575 1.819764  0.1271
H -2.707091 3.636793 0.934450  0.1293
H -1.063581 4.372313 4.018658  0.1259
H -0.871663 4.407319 2.238890  0.1279
H 0.425231 2.533565 3.141813  0.1250
H -1.011018 1.903346 3.999917  0.1320
H 0.043651 -3.228572 -3.394786  0.1295

Force components x, y, z for each atom (eV/Å):
0.0 0.1 0.0
0.0 0.1 0.0
-0.1 -0.1 -0.1
0.0 0.0 0.0
0.0 0.1 0.0
0.2 -0.1 -0.1
-0.1 -0.2 0.1
-0.7 0.2 0.4
0.0 -0.3 -1.3
0.1 0.2 0.9
0.5 -0.1 -0.5
-0.3 0.1 0.1
0.1 -0.1 0.0
-0.2 0.3 -0.1
-0.1 -0.3 -0.2
-0.1 0.0 0.1
0.4 -0.1 0.1
-0.1 0.3 0.0
0.2 0.2 0.5
0.1 -0.2 0.0
0.0 -0.1 0.0
0.1 0.0 0.0
0.0 0.1 0.0
-0.1 0.0 -0.1
0.1 0.1 0.0
0.1 0.1 0.0
-0.1 -0.1 0.0
-0.1 0.0 0.1
0.0 0.0 0.0
0.1 0.0 -0.1
-0.1 -0.1 0.0
0.1 0.0 -0.1
0.0 0.0 0.1
0.0 0.0 0.0
0.0 0.0 0.0
-0.1 0.0 -0.1

Results
Electronic energy: -957.6554 a.u.
Kohn-Sham gap: 10.1 eV
Charge: 0
SMILES: Fc1cccc(Cc2noc(CN3CCOCC3)n2)c1